Entry 1:
12 unconnected molecules or ions with the total composition C54H129N3O12. Source: OMol25; level of theory: ωB97M-V/def2-TZVPD.

```
! RIJCOSX wB97M-V def2-TZVPD def2/J DEFGRID3
* xyz 0 1
O -2.7296 4.9257 4.9719
O -5.8709 1.0310 -3.1559
O -1.1035 -7.0259 1.1623
O -4.0177 -2.1171 4.5404
O -3.4068 -0.0788 -4.1855
O 1.3384 1.0334 -0.2751
O -2.3953 -2.6307 -4.0153
O 0.1142 -4.0605 -3.3616
O 3.8678 2.6123 -4.6462
O 3.1265 -1.5870 3.7932
O 2.7228 2.8512 -1.8169
O 3.0439 -0.6975 0.9310
N -2.9707 4.9459 3.5735
N 3.9754 -1.1058 -0.0228
N 1.8059 -1.2061 4.1030
C -5.4535 2.2642 -2.5790
C -6.5758 3.2819 -2.5138
C 6.0375 -0.7206 -1.2583
C 4.5613 -2.6761 -1.8065
C -3.6049 -1.4583 3.3336
C -2.9202 -2.3746 -1.6777
C 4.0354 -3.5134 0.4884
C -4.7938 2.0315 -1.2242
C -0.7145 0.0431 0.3279
C -2.2609 7.2495 3.1204
C 2.2522 -2.5655 -1.0099
C 1.0296 -2.3217 4.6137
C 3.6423 1.2220 -6.5784
C -1.2342 -4.7946 0.2850
C -3.1171 0.7159 -5.3271
C -4.8370 -0.8842 2.6352
C -4.6398 3.1906 3.7866
C -0.3121 0.8150 -2.0129
C -2.9175 -2.5055 2.4961
C 0.2818 0.4747 4.8808
C 0.8660 -3.8414 -4.5502
C -1.7971 1.4677 -5.1902
C -3.2032 -0.1185 -6.6073
C -0.4687 -5.7350 1.2331
C -3.1515 -3.2186 -2.9336
C 0.8479 -2.3544 -4.8980
C -0.0570 1.1120 -0.5238
C 3.1468 1.4729 -5.1517
C 1.7590 0.1196 4.7400
C 2.4724 0.1742 6.1165
C -3.5265 3.5853 1.6122
C 2.2837 -4.3925 -4.4143
C 5.3157 -0.5470 0.0919
C 3.3286 0.2166 -4.2823
C -3.3202 3.5817 3.1154
C 1.7118 4.5573 -0.5663
C 4.2414 4.3417 -0.6055
C 3.6917 -2.4220 -0.5657
C 2.9501 4.2281 -1.3833
C 1.5168 -2.9008 5.9547
C 5.9957 -2.1613 -1.7629
C 2.3878 1.1577 3.8143
C -0.4999 5.4507 3.2945
C 5.1797 0.9778 0.3217
C -0.4390 -1.8676 4.8144
C -2.2762 2.5297 3.5108
C -2.0361 5.5560 1.3710
C -0.5382 -0.5841 5.6415
C 6.2095 -1.1738 1.1807
C -2.3059 4.1316 0.8987
C -4.5864 -3.3300 -3.3729
C -1.9493 5.7589 2.9161
C 0.9244 -3.3916 3.5310
C 0.9659 -5.8438 0.7861
H -0.9262 -1.6786 3.8667
H -1.4548 -2.7739 -3.8422
H -4.6838 2.6994 -3.2335
H 2.0648 -3.5577 -1.4245
H 3.4682 1.0093 3.7678
H 4.1790 3.7856 0.3314
H 2.5252 0.0085 0.4944
H 6.4908 -2.2472 -2.7297
H -1.6800 7.8059 2.3808
H 3.0792 -0.6397 -4.9050
H -2.8179 6.2045 0.9578
H -0.4644 2.1131 -0.3366
H 2.4566 1.2133 6.4467
H 4.3582 0.2169 -3.9195
H -4.5911 -1.5522 5.0642
H -3.9334 1.4377 -5.4481
H -4.6774 -4.0102 -4.2235
H 2.0930 1.7486 -5.2214
H 4.3455 5.3900 -0.3094
H 3.0577 2.7557 -2.7158
H 1.0742 -5.9840 -0.2918
H 2.0370 -0.5047 6.8424
H 4.7836 2.4728 -4.9098
H -3.4305 -2.8479 -0.8393
H -3.3126 7.5078 3.0355
H -1.2703 2.7553 3.1600
H 0.8099 4.3780 -1.1461
H -4.3812 4.2293 1.3690
H 0.1855 6.2947 3.1730
H -2.5992 -2.1103 1.5384
H -1.1366 5.9516 0.8937
H 1.2050 -3.9463 6.0353
H -6.9323 3.5409 -3.5072
H 3.4384 2.1476 -7.1213
H 6.5254 -2.7999 -1.0484
H -1.3995 0.8371 -2.1324
H 1.7696 1.6128 -0.9254
H 5.6731 -0.0516 -2.0424
H -1.0100 0.7142 -5.0655
H -5.6251 -0.5894 3.3285
H -3.5442 5.2736 5.3489
H 6.8816 -1.9689 0.8610
H -4.9540 -2.3583 -3.7051
H 6.0714 1.3673 0.8173
H 3.1849 -1.4476 2.8358
H -2.2940 -4.7918 0.5535
H 3.5432 -4.4825 0.3905
H 1.4582 -6.6797 1.2839
H -0.5020 0.2558 1.3794
H -0.9082 -3.7558 0.3806
H -5.2273 -3.7509 -2.5987
H -1.8548 7.5694 4.0848
H -1.6291 2.0949 -6.0617
H -2.9320 -0.9257 -4.3043
H 5.1018 4.0368 -1.1963
H 2.7046 0.1355 -3.3887
H -3.8677 1.4549 -1.2940
H 5.6136 -1.5845 2.0009
H -3.8579 2.6059 1.2661
H -5.2638 -1.6406 1.9710
H 7.0868 -0.4454 -1.1104
H 2.1908 -5.4076 -4.0190
H 1.7611 5.6103 -0.2743
H 0.1351 1.5700 -2.6598
H 0.2206 1.3961 5.4751
H -3.3570 0.5338 -7.4654
H -2.6867 -4.1951 -2.7606
H 5.1149 -3.6680 0.5130
H -3.3020 -1.3615 -1.8297
H -0.1823 0.7074 3.9192
H -0.0202 -5.0122 -3.2829
H -1.7824 0.0150 0.1194
H -1.3831 3.5497 0.9797
H 1.7298 3.9551 0.3441
H -2.9222 -0.6568 3.6305
H 3.7459 -3.1221 1.4676
H 2.0127 -1.7743 -1.7255
H 1.0365 -1.6429 -4.0929
H 2.0918 2.1810 4.0376
H 2.6016 -2.8708 6.0555
H -2.2308 2.4614 4.6000
H 2.8420 -3.8080 -3.6746
H -2.4125 -0.8636 -6.7184
H -2.0876 -2.9626 3.0238
H -1.7854 2.0003 -4.2376
H -1.8417 -2.2612 -1.5702
H -6.2491 4.1228 -1.9033
H -1.1063 -5.1471 -0.7374
H 1.4667 -4.8974 1.0000
H 4.7343 1.1513 -6.5721
H 1.5800 -2.2372 -5.6989
H 3.1597 0.3675 -7.0432
H 3.5125 -0.1155 5.9565
H 3.0177 4.8261 -2.2954
H -0.1146 -2.0064 -5.2858
H 0.2974 -4.2305 3.8282
H -2.5457 4.0827 -0.1699
H -1.9433 -6.9215 1.6198
H -0.3867 5.2392 4.3624
H -3.6629 -3.2928 2.3490
H 1.5205 -2.5015 -0.1989
H 4.0977 -2.2163 -2.6913
H 0.4612 -4.3646 -5.4264
H 6.8211 -0.4103 1.6658
H 2.0482 0.9553 2.7917
H 5.0928 1.5343 -0.6099
H -0.0810 4.6209 2.7235
H -4.1129 -0.7215 -6.5169
H 4.5375 -3.7485 -2.0207
H -0.9890 -2.6269 5.3800
H -0.5835 -5.3902 2.2627
H 1.9031 -3.7728 3.2164
H -4.6555 2.9998 -0.7425
H -1.5925 -0.2999 5.6594
H -4.4445 3.1023 4.8571
H 4.3400 1.1749 0.9856
H -4.9833 2.2129 3.4478
H -7.4140 2.8525 -1.9537
H 0.0417 -0.1937 -2.2334
H -5.0513 0.6661 -3.5183
H -4.6189 -0.0208 2.0013
H -0.3049 -0.9492 0.1298
H -0.1145 -0.6643 6.6413
H -5.3840 1.4377 -0.5171
H -2.5852 1.5480 3.1513
H 0.5589 -3.0025 2.5735
H -5.4585 3.8776 3.5693
H 2.9353 -4.3954 -5.2870
H 1.0643 -2.4191 6.8209
*
```

HOMO energy in eV: -7.8
SMILES: CC1(C)CCCC(C)(C)N1O.CC1(C)CCCC(C)(C)N1O.CC1(C)CCCC(C)(C)N1O.CC(C)O.CC(C)O.CC(C)O.CC(C)O.CC(C)O.CC(C)O.CC(C)O.CC(C)O.CC(C)O
Orbital gap in eV: 8.11
Energy above the lowest of the compared OMol25 structures with the same formula, charge and spin in kJ/mol: 0.0
LUMO in eV: 0.36

Entry 2:
2 unconnected molecules or ions with the total composition C5H8S. Source: OMol25; level of theory: ωB97M-V/def2-TZVPD.

```
! RIJCOSX wB97M-V def2-TZVPD def2/J DEFGRID3
* xyz 0 1
S 1.3813 1.2296 -0.1683
C 0.0904 0.1605 -0.0362
C 2.7563 0.0130 0.0307
C -1.7760 1.1665 -0.1793
C -2.7389 0.3084 0.1101
C -0.1211 -1.1127 -0.0106
H 0.6204 -1.8437 0.0420
H 3.5548 0.7065 0.2186
H 2.6998 -0.8016 0.7177
H 3.0597 -0.5566 -0.8286
H -2.6995 -0.7879 0.0237
H -3.8120 0.6901 0.1492
H -1.8836 2.2674 -0.1952
H -1.1314 -1.4395 0.1261
*
```

HOMO energy in eV: -8.4
Orbital gap in eV: 9.32
Energy above the lowest of the compared OMol25 structures with the same formula, charge and spin in kJ/mol: 399.0
LUMO in eV: 0.88

Entry 3:
2 unconnected molecules or ions with the total composition C3BrN3P. Source: OMol25; level of theory: ωB97M-V/def2-TZVPD.

```
! RIJCOSX wB97M-V def2-TZVPD def2/J DEFGRID3
* xyz 1 1
Br 1.6292 1.4822 -3.4520
P 0.2369 -0.6881 -0.5616
N -1.3870 -1.8225 1.5925
N -1.6931 1.4714 -0.3662
N 1.6649 0.4503 1.8637
C -0.8144 -1.6147 0.6335
C -0.9276 0.6808 -0.5932
C 1.2911 0.0406 0.8832
*
```

HOMO energy (spin up / spin down) in eV: -16.1 / -16.6
Orbital gap (spin up / spin down) in eV: 4.07 / 7.45
Energy above the lowest of the compared OMol25 structures with the same formula, charge and spin in kJ/mol: 108.1
LUMO (spin up / spin down) in eV: -12.00 / -9.10

- Which value of energy above the lowest of the compared OMol25 structures with the same formula, charge and spin does entry 3 give?
  108.1 kJ/mol

Please write out number 3 again, unchanged.
2 unconnected molecules or ions with the total composition C3BrN3P. Source: OMol25; level of theory: ωB97M-V/def2-TZVPD.

```
! RIJCOSX wB97M-V def2-TZVPD def2/J DEFGRID3
* xyz 1 1
Br 1.6292 1.4822 -3.4520
P 0.2369 -0.6881 -0.5616
N -1.3870 -1.8225 1.5925
N -1.6931 1.4714 -0.3662
N 1.6649 0.4503 1.8637
C -0.8144 -1.6147 0.6335
C -0.9276 0.6808 -0.5932
C 1.2911 0.0406 0.8832
*
```

HOMO energy (spin up / spin down) in eV: -16.1 / -16.6
Orbital gap (spin up / spin down) in eV: 4.07 / 7.45
Energy above the lowest of the compared OMol25 structures with the same formula, charge and spin in kJ/mol: 108.1
LUMO (spin up / spin down) in eV: -12.00 / -9.10